Density functional theory data (ωB97M-V/def2-TZVPD) for a 6-piece molecular cluster, C22H63NO24P7 overall.

Structure (ORCA input):
```
! wB97M-V def2-TZVPD RIJCOSX def2/J DEFGRID3
* xyz 1 1
C 1.85 -2.60 -0.12
P 1.08 -1.45 1.10
C 2.30 -0.11 1.36
C -0.54 -0.79 0.41
N -1.01 -1.74 -0.65
C -2.31 -1.33 -1.29
C -2.43 0.20 -1.42
O -1.18 0.86 -1.34
C -0.52 0.67 -0.08
C -1.21 1.55 0.96
P -1.03 3.33 0.63
O -2.34 3.97 0.49
O -0.07 3.50 -0.64
O -0.24 4.04 1.82
H 1.28 -3.52 -0.24
H 2.87 -2.79 0.21
H 1.96 -2.07 -1.08
H 2.12 0.47 2.26
H 3.27 -0.59 1.48
H 2.40 0.52 0.47
H -1.27 -0.86 1.22
H -1.15 -2.64 -0.19
H -0.32 -1.79 -1.40
H -3.17 -1.79 -0.80
H -2.27 -1.73 -2.30
H -3.17 0.60 -0.72
H -2.81 0.40 -2.42
H 0.48 1.07 -0.22
H -2.28 1.34 1.00
H -0.81 1.37 1.96
H -0.60 3.72 -1.41
H 0.71 3.91 1.70
C 2.75 3.81 -6.46
O 3.51 4.24 -5.31
P 3.46 3.36 -3.94
O 3.41 4.39 -2.88
O 4.87 2.62 -4.16
C 6.06 3.42 -4.16
O 2.86 2.02 -3.25
C 1.45 2.00 -2.98
H 2.92 4.53 -7.25
H 3.09 2.82 -6.80
H 1.69 3.77 -6.23
H 5.92 4.33 -3.57
H 6.33 3.69 -5.18
H 6.85 2.82 -3.72
H 0.87 2.24 -3.87
H 1.22 2.70 -2.18
H 1.19 0.99 -2.66
C -1.40 -8.82 1.19
O -0.40 -7.86 0.80
P 0.69 -7.34 1.92
O 0.82 -5.90 1.59
O 1.87 -8.30 1.38
C 2.36 -8.09 0.06
O 1.27 -7.51 3.41
C 0.47 -6.99 4.50
H -2.01 -9.02 0.31
H -0.94 -9.75 1.52
H -2.04 -8.42 1.98
H 2.22 -7.06 -0.27
H 1.86 -8.77 -0.64
H 3.42 -8.33 0.07
H -0.55 -7.37 4.46
H 0.46 -5.90 4.47
H 0.93 -7.33 5.42
C -4.26 4.47 -1.74
O -5.10 3.41 -2.28
P -6.30 3.77 -3.33
O -7.38 2.86 -2.91
O -5.48 3.33 -4.65
C -5.14 1.96 -4.80
O -7.00 4.97 -4.13
C -7.76 5.92 -3.36
H -3.55 4.00 -1.06
H -3.73 4.98 -2.55
H -4.86 5.19 -1.18
H -5.83 1.31 -4.26
H -4.12 1.79 -4.44
H -5.18 1.73 -5.86
H -7.18 6.33 -2.53
H -8.67 5.45 -2.99
H -8.03 6.74 -4.03
C 9.56 1.96 2.41
O 8.93 0.67 2.32
P 7.52 0.51 1.52
O 6.76 -0.44 2.36
O 8.16 -0.08 0.17
C 8.80 -1.36 0.23
O 6.41 1.31 0.66
C 5.60 2.26 1.38
H 10.48 1.84 2.99
H 9.81 2.34 1.42
H 8.91 2.67 2.93
H 8.39 -1.97 1.04
H 9.87 -1.23 0.38
H 8.62 -1.86 -0.72
H 6.20 2.98 1.94
H 4.93 1.73 2.06
H 5.01 2.81 0.65
C -6.82 -1.51 5.89
O -5.58 -1.67 5.16
P -5.16 -0.59 4.00
O -4.55 -1.55 3.03
O -4.11 0.24 4.87
C -2.97 -0.44 5.39
O -5.50 0.66 3.03
C -6.64 0.53 2.14
H -6.89 -2.33 6.60
H -6.83 -0.57 6.43
H -7.67 -1.56 5.21
H -2.72 -1.31 4.78
H -3.17 -0.76 6.41
H -2.14 0.26 5.39
H -7.54 0.24 2.68
H -6.42 -0.20 1.37
H -6.81 1.51 1.69
*
```

Lowest unoccupied orbital energy ... -0.09777 Eh
E_HOMO ... -11.08 eV

***

Density functional theory data (ωB97M-V/def2-TZVPD) for C22H64BCoN2O14 as an isolated structure.

Structure (ORCA input):
```
! wB97M-V def2-TZVPD RIJCOSX def2/J DEFGRID3
* xyz 1 4
Co -0.10 -2.07 -3.23
B -0.53 -0.92 -1.37
H -0.10 0.12 -1.61
H -1.37 -1.18 -2.09
H 0.28 -1.71 -1.45
H -0.88 -0.88 -0.28
C 2.61 -4.67 -0.86
C 1.55 -4.92 0.21
O 0.27 -5.33 -0.28
O 2.37 -3.46 -1.54
H 2.60 -5.54 -1.52
H 3.61 -4.65 -0.41
H 1.47 -4.09 0.91
H 1.91 -5.78 0.80
H 0.43 -6.16 -0.74
H 2.74 -2.75 -1.01
C 0.58 1.79 1.10
C 1.54 2.43 2.08
O 1.17 2.14 3.42
O 1.03 0.51 0.67
H 0.59 2.46 0.22
H -0.44 1.73 1.48
H 1.56 3.50 1.88
H 2.56 2.09 1.86
H 1.53 1.29 3.68
H 0.36 0.10 0.09
C 0.53 0.46 -4.85
C 1.59 0.42 -3.80
O 1.77 -0.95 -3.34
O -0.68 -0.20 -4.39
H 0.86 0.07 -5.82
H 0.25 1.47 -5.17
H 1.29 1.03 -2.94
H 2.54 0.76 -4.21
H 2.63 -0.95 -2.91
H -1.36 -0.05 -5.06
C -4.10 -0.38 -1.06
C -4.23 0.90 -1.86
O -3.28 0.92 -2.95
O -3.33 -0.14 0.12
H -3.66 -1.19 -1.64
H -5.12 -0.68 -0.79
H -4.15 1.81 -1.26
H -5.18 0.94 -2.40
H -2.42 0.70 -2.56
H -2.42 -0.37 -0.10
C -2.73 -3.75 -3.73
C -2.20 -4.09 -2.31
O -0.80 -3.85 -2.20
O -2.14 -2.46 -4.05
H -3.81 -3.68 -3.68
H -2.39 -4.39 -4.54
H -2.36 -5.15 -2.15
H -2.74 -3.45 -1.61
H -0.44 -4.29 -1.39
H -2.63 -2.07 -4.78
C -0.54 -3.76 9.50
O -1.67 -2.96 9.29
C -1.76 -2.36 8.02
C -2.28 -3.37 6.94
N -2.09 -2.83 5.61
C -2.89 -3.63 4.66
C -2.61 -3.11 3.25
O -1.22 -2.96 3.05
C -0.99 -2.40 1.77
H -0.50 -4.20 10.50
H 0.41 -3.22 9.39
H -0.58 -4.61 8.81
H -0.83 -1.89 7.69
H -2.49 -1.55 8.07
H -3.34 -3.40 7.19
H -1.76 -4.31 7.16
H -1.13 -2.77 5.31
H -3.96 -3.63 4.85
H -2.51 -4.67 4.71
H -3.16 -2.17 3.12
H -3.13 -3.78 2.55
H 0.05 -2.50 1.48
H -1.24 -1.34 1.83
H -1.55 -2.86 0.95
C -0.82 3.28 -3.23
O 0.55 3.59 -3.31
C 1.07 4.42 -2.31
C 2.50 4.74 -2.70
N 3.09 5.72 -1.78
C 4.29 6.26 -2.42
C 5.04 7.29 -1.58
O 4.11 8.29 -1.23
C 4.68 9.36 -0.51
H -0.99 2.46 -2.53
H -1.20 3.02 -4.22
H -1.47 4.12 -2.97
H 1.05 3.96 -1.31
H 0.51 5.35 -2.14
H 2.52 5.05 -3.75
H 3.09 3.82 -2.69
H 2.44 6.48 -1.63
H 4.11 6.62 -3.44
H 4.91 5.37 -2.57
H 5.78 7.73 -2.26
H 5.54 6.82 -0.73
H 3.86 10.06 -0.30
H 5.39 9.92 -1.13
H 5.11 9.11 0.47
*
```

Lowest unoccupied orbital energy (alpha / beta) ... -0.11613 / -0.13675 Eh
E_HOMO (alpha / beta) ... -9.97 / -9.97 eV
ΔE to the lowest compared entry with this formula, charge and spin ... 0.0 kJ/mol
Expectation value of S² ... 3.755

***

Density functional theory data (ωB97M-V/def2-TZVPD) for C22H64BF3HgNO10S as an isolated structure.

Structure (ORCA input):
```
! wB97M-V def2-TZVPD RIJCOSX def2/J DEFGRID3
* xyz 2 2
Hg -16.54 -9.03 -3.07
N -20.42 -10.42 -4.83
H -19.65 -10.81 -5.35
H -20.85 -11.23 -4.42
H -21.14 -9.99 -5.40
H -20.03 -9.79 -4.14
B -18.92 -9.24 -2.90
H -18.42 -8.91 -2.00
H -19.98 -9.12 -2.80
H -18.58 -8.64 -3.73
H -18.65 -10.27 -3.08
C -16.11 -13.11 -5.62
F -14.79 -12.83 -5.30
F -16.10 -13.90 -6.68
F -16.60 -13.83 -4.58
S -17.13 -11.40 -5.88
O -16.62 -10.80 -7.14
O -18.55 -11.77 -5.91
O -16.79 -10.59 -4.69
C -13.14 -8.14 -5.36
C -13.63 -9.54 -4.90
C -12.53 -10.57 -4.66
O -14.22 -9.35 -3.64
H -12.39 -7.75 -4.68
H -13.94 -7.40 -5.38
H -12.57 -8.12 -6.29
H -14.40 -9.94 -5.56
H -11.96 -10.82 -5.56
H -12.93 -11.46 -4.17
H -11.77 -10.33 -3.93
H -13.52 -9.15 -3.01
C -19.84 -8.82 -7.94
C -20.77 -9.92 -8.56
C -19.99 -11.15 -8.89
O -21.70 -10.34 -7.56
H -19.61 -8.98 -6.88
H -20.29 -7.83 -7.96
H -18.91 -8.68 -8.48
H -21.32 -9.47 -9.39
H -20.64 -11.96 -9.20
H -19.37 -11.54 -8.09
H -19.29 -11.06 -9.72
H -22.45 -9.73 -7.63
C -18.60 -6.37 -5.64
C -17.31 -7.20 -5.89
C -16.40 -6.44 -6.84
O -16.59 -7.33 -4.71
H -19.04 -6.40 -6.64
H -18.45 -5.39 -5.19
H -19.29 -6.85 -4.95
H -17.43 -8.18 -6.35
H -16.84 -6.29 -7.83
H -15.45 -6.95 -6.98
H -16.06 -5.48 -6.45
H -16.31 -6.43 -4.54
C -14.62 -12.18 -9.95
C -13.85 -11.58 -8.77
C -12.35 -11.34 -8.94
O -14.33 -10.36 -8.47
H -15.68 -12.28 -9.72
H -14.23 -13.15 -10.26
H -14.54 -11.57 -10.85
H -13.95 -12.26 -7.92
H -11.93 -12.31 -9.20
H -11.89 -11.09 -7.98
H -12.19 -10.61 -9.73
H -15.19 -10.49 -8.05
C -15.88 -17.10 -6.69
C -14.37 -17.30 -6.56
C -13.52 -16.06 -6.42
O -14.22 -17.99 -5.39
H -16.42 -18.05 -6.69
H -16.16 -16.54 -7.59
H -16.32 -16.54 -5.87
H -13.92 -17.93 -7.33
H -13.87 -15.41 -5.62
H -13.56 -15.49 -7.35
H -12.45 -16.19 -6.24
H -14.85 -18.71 -5.44
C -19.34 -17.58 -7.07
C -20.11 -16.27 -6.77
C -19.10 -15.25 -6.20
O -20.61 -15.76 -8.00
H -18.91 -17.95 -6.14
H -18.60 -17.36 -7.84
H -20.05 -18.25 -7.55
H -20.97 -16.47 -6.13
H -19.57 -14.38 -5.75
H -18.28 -15.00 -6.88
H -18.54 -15.68 -5.37
H -21.14 -14.98 -7.82
C -15.32 -12.81 -1.78
C -16.49 -11.90 -1.45
C -17.14 -12.20 -0.05
O -16.00 -10.60 -1.49
H -14.91 -12.58 -2.76
H -15.79 -13.79 -1.84
H -14.58 -12.86 -0.98
H -17.30 -12.00 -2.17
H -18.01 -11.55 0.04
H -16.45 -11.86 0.72
H -17.51 -13.22 -0.12
H -15.22 -10.56 -0.93
*
```

Lowest unoccupied orbital energy (alpha / beta) ... -0.20617 / -0.41789 Eh
E_HOMO (alpha / beta) ... -13.53 / -13.51 eV
ΔE to the lowest compared entry with this formula, charge and spin ... 17.7 kJ/mol
Expectation value of S² ... 0.754

***

Density functional theory data (ωB97M-V/def2-TZVPD) for a 9-piece molecular cluster, C22H64N2O9 overall.

Structure (ORCA input):
```
! wB97M-V def2-TZVPD RIJCOSX def2/J DEFGRID3
* xyz 0 1
C -1.59 -1.79 -1.96
C -2.87 -2.61 -1.52
C -2.82 -4.17 -1.96
O -2.58 -4.30 -3.33
C -3.74 -4.11 -4.14
N -2.87 -2.42 -0.02
H -1.55 -0.81 -1.48
H -1.73 -1.68 -3.03
H -0.61 -2.27 -1.95
H -3.76 -2.17 -1.97
H -3.67 -4.76 -1.64
H -2.06 -4.77 -1.46
H -3.99 -3.05 -4.09
H -4.62 -4.63 -3.76
H -3.54 -4.31 -5.20
H -2.28 -1.63 0.20
H -2.15 -3.11 0.18
C -0.71 1.67 -3.35
C -0.71 3.18 -3.64
C 0.64 3.92 -3.06
O 0.46 3.94 -1.64
C 1.46 4.56 -0.89
N -0.63 3.30 -5.13
H -1.66 1.22 -3.63
H -0.70 1.65 -2.26
H 0.17 1.13 -3.72
H -1.57 3.66 -3.18
H 0.75 4.93 -3.45
H 1.58 3.43 -3.30
H 1.68 5.58 -1.18
H 2.44 4.16 -1.17
H 1.32 4.68 0.19
H -0.56 4.27 -5.37
H 0.06 2.77 -5.64
C 2.23 1.35 4.20
C 3.44 0.45 3.97
O 3.15 -0.71 3.18
H 1.47 0.96 4.88
H 1.91 1.60 3.19
H 2.51 2.34 4.56
H 3.87 0.35 4.97
H 4.16 1.13 3.51
H 4.03 -1.10 3.23
C 0.99 -3.64 3.45
C 0.62 -2.77 4.69
O 0.62 -1.39 4.32
H 2.02 -3.45 3.14
H 0.23 -3.55 2.68
H 0.97 -4.70 3.72
H 1.17 -2.96 5.61
H -0.41 -3.04 4.91
H 1.46 -1.23 3.89
C 0.20 0.76 0.60
C 1.28 -0.15 0.08
O 0.98 -1.38 0.58
H 0.02 0.51 1.64
H -0.67 0.60 -0.03
H 0.50 1.81 0.51
H 2.22 0.03 0.60
H 1.36 -0.06 -1.01
H 1.19 -1.28 1.51
C -4.19 3.80 0.76
C -2.80 4.20 0.08
O -2.27 3.05 -0.61
H -4.98 3.67 0.02
H -4.41 4.57 1.49
H -3.95 2.84 1.22
H -2.10 4.53 0.85
H -2.78 5.05 -0.61
H -1.52 3.36 -1.12
C 2.92 -4.99 0.26
C 3.05 -3.81 -0.73
O 1.83 -3.48 -1.40
H 3.02 -5.89 -0.34
H 2.08 -4.86 0.95
H 3.77 -5.08 0.93
H 3.78 -4.12 -1.48
H 3.45 -2.88 -0.34
H 1.23 -3.13 -0.74
C 4.45 1.45 -1.46
C 4.59 2.31 -0.23
O 5.88 2.26 0.24
H 4.41 0.38 -1.23
H 5.34 1.63 -2.05
H 3.67 1.71 -2.18
H 3.83 2.12 0.53
H 4.46 3.36 -0.50
H 5.78 2.15 1.19
C -3.30 0.23 1.86
C -4.83 0.01 1.67
O -5.32 -0.53 2.90
H -2.66 -0.64 1.94
H -3.24 0.97 2.66
H -2.94 0.85 1.04
H -5.04 -0.58 0.78
H -5.25 1.02 1.68
H -5.06 -1.46 2.95
*
```

Lowest unoccupied orbital energy ... 0.00368 Eh
SMILES ... COC[C@H](C)N.COC[C@H](C)N.CCO.CCO.CCO.CCO.CCO.CCO.CCO
E_HOMO ... -9.22 eV
ΔE to the lowest compared entry with this formula, charge and spin ... 389.4 kJ/mol

***

Largest force on an atom? In order: 6.37; 2.58; 4.79; 4.26 eV/Å.
Energy? In order: -139485.977; -93787.208; -69633.937; -45253.639 eV.